Record 1
Formula: C63H156N12O3
Source: the OMol25 dataset
Level of theory: the ωB97M-V functional and the def2-TZVPD basis

```
234
Properties=species:S:1:pos:R:3:mulliken_charge:R:1
C -0.423 -0.213 6.894 -0.968
C -1.362 -1.050 6.088 -0.430
N -0.542 -1.991 5.276 0.221
C -0.965 -3.422 5.504 -0.840
C -0.803 -3.828 7.058 -1.385
C -0.455 -1.694 3.875 -0.446
C 0.200 -0.438 3.551 -0.535
H 0.193 0.509 6.359 0.069
H 0.162 -0.808 7.595 0.279
H -1.183 0.253 7.522 0.431
H -2.117 -1.569 6.678 0.572
H -2.015 -0.322 5.607 0.070
H -2.003 -3.572 5.208 0.509
H -0.464 -3.996 4.724 0.515
H 0.214 -3.641 7.403 0.359
H -1.553 -3.469 7.763 0.318
H -0.798 -4.912 7.172 0.465
H -1.412 -1.842 3.374 0.282
H 0.083 -2.467 3.326 0.375
H 0.516 -0.428 2.508 0.093
H 1.094 -0.241 4.143 0.386
H -0.407 0.465 3.616 -0.359
C 6.497 0.272 -1.164 -1.499
C 5.891 0.137 0.238 1.218
N 6.797 -0.339 1.282 0.484
C 7.954 0.440 1.619 -0.123
C 9.000 -0.392 2.413 -1.380
C 6.005 -0.654 2.454 0.175
C 4.856 -1.641 2.270 -1.476
H 6.844 -0.717 -1.463 0.051
H 7.233 1.074 -1.205 0.742
H 5.623 0.421 -1.798 -0.132
H 5.335 1.046 0.473 -0.552
H 5.242 -0.679 -0.079 -0.640
H 8.337 0.746 0.646 0.319
H 7.645 1.374 2.088 0.086
H 8.711 -0.727 3.409 0.355
H 9.302 -1.249 1.810 0.248
H 9.872 0.245 2.557 0.475
H 5.559 0.274 2.811 -0.046
H 6.582 -0.962 3.325 0.355
H 4.335 -1.915 3.187 0.480
H 5.262 -2.573 1.877 0.377
H 4.070 -1.321 1.586 0.033
C -0.859 5.826 3.525 -1.302
C -1.298 4.279 3.688 -0.389
N -2.758 3.921 3.714 0.496
C -3.115 2.557 3.265 0.143
C -3.663 2.631 1.845 -0.499
C -3.573 4.408 4.745 -0.838
C -3.142 3.778 6.135 -0.813
H -0.693 6.098 2.483 0.247
H 0.044 6.037 4.098 0.320
H -1.686 6.399 3.944 0.371
H -0.778 3.701 2.925 0.210
H -0.727 3.840 4.506 0.406
H -2.228 1.928 3.194 -0.989
H -3.700 2.005 4.001 0.751
H -4.611 3.158 1.742 0.405
H -2.818 2.970 1.247 -0.109
H -3.804 1.573 1.622 0.075
H -4.630 4.263 4.526 0.421
H -3.465 5.493 4.721 0.348
H -2.184 4.212 6.420 0.206
H -3.040 2.703 5.982 0.125
H -3.863 3.969 6.931 0.429
C -0.519 -2.789 -3.041 0.374
C -0.722 -4.133 -2.274 -1.505
N -0.257 -4.290 -0.879 1.464
C 1.135 -4.017 -0.600 0.379
C 2.120 -5.023 -1.183 -2.038
C -0.797 -5.428 -0.159 -1.303
C -2.186 -4.987 0.345 -0.273
H -1.307 -2.062 -2.847 -0.886
H -0.509 -2.925 -4.123 0.742
H 0.368 -2.230 -2.745 -0.157
H -1.709 -4.582 -2.378 0.573
H -0.051 -4.806 -2.807 0.330
H 1.270 -3.928 0.478 0.234
H 1.404 -3.037 -0.995 -0.551
H 3.061 -4.935 -0.640 0.539
H 2.308 -4.820 -2.237 0.183
H 1.747 -6.043 -1.087 0.335
H -0.981 -6.276 -0.818 0.374
H -0.090 -5.808 0.579 0.454
H -2.330 -4.589 1.349 0.107
H -2.691 -4.256 -0.287 -0.058
H -2.801 -5.873 0.187 0.197
C -4.766 7.278 -2.797 -1.305
C -4.944 5.713 -2.717 -0.606
N -3.681 5.088 -2.410 0.555
C -3.411 3.951 -3.246 -1.385
C -4.089 2.588 -2.710 0.487
C -3.284 5.003 -1.056 -0.782
C -1.841 4.550 -0.906 -0.901
H -5.464 7.855 -2.190 0.291
H -4.940 7.649 -3.807 0.356
H -3.734 7.565 -2.592 0.345
H -5.717 5.262 -2.095 0.496
H -5.264 5.319 -3.682 0.416
H -3.841 4.173 -4.223 0.504
H -2.351 3.917 -3.495 0.064
H -5.156 2.805 -2.753 0.494
H -3.956 1.734 -3.375 -0.605
H -3.679 2.494 -1.704 -0.037
H -4.021 4.421 -0.503 0.387
H -3.328 5.969 -0.554 0.463
H -1.399 5.109 -1.730 0.566
H -1.869 3.500 -1.198 -0.051
H -1.388 4.889 0.026 0.212
C 1.982 2.448 4.237 -1.007
C 3.411 2.300 3.654 0.039
N 3.774 3.467 2.832 0.270
C 5.277 3.571 2.603 0.271
C 5.877 4.029 3.919 -1.551
C 3.051 3.529 1.597 1.041
C 3.013 4.960 1.119 -1.946
H 1.654 3.433 4.567 0.245
H 1.959 1.781 5.099 0.521
H 1.060 2.050 3.813 -0.047
H 4.053 2.328 4.535 0.434
H 3.500 1.307 3.214 -0.240
H 5.471 2.555 2.260 -0.458
H 5.555 4.272 1.817 0.477
H 5.454 4.932 4.359 0.300
H 5.861 3.137 4.547 0.420
H 6.948 4.204 3.820 0.464
H 2.014 3.214 1.709 0.098
H 3.439 2.890 0.803 -0.533
H 3.922 5.280 0.609 0.346
H 3.003 5.615 1.989 0.427
H 2.104 5.126 0.540 0.421
C -4.887 -5.603 4.866 -1.089
C -5.961 -4.764 4.145 -0.596
N -5.757 -5.112 2.743 0.554
C -6.651 -6.209 2.389 -0.483
C -6.494 -6.621 0.953 -1.264
C -5.868 -3.890 1.842 -0.713
C -4.826 -2.831 2.021 -0.719
H -3.872 -5.411 4.517 0.160
H -5.104 -6.663 4.735 0.279
H -4.731 -5.485 5.939 0.438
H -6.911 -4.989 4.630 0.297
H -5.863 -3.693 4.320 0.319
H -6.348 -7.137 2.874 0.266
H -7.711 -6.103 2.620 0.440
H -6.939 -5.857 0.316 0.291
H -5.436 -6.686 0.698 0.203
H -6.927 -7.575 0.653 0.425
H -6.811 -3.453 2.170 0.294
H -5.923 -4.172 0.790 0.251
H -4.955 -2.264 2.944 0.502
H -5.016 -2.161 1.183 0.327
H -3.766 -3.062 1.911 -0.132
C 6.440 1.369 -5.099 -1.443
C 5.238 2.105 -5.663 -0.440
N 4.556 2.940 -4.691 0.731
C 4.307 2.219 -3.455 -1.362
C 3.372 2.789 -2.381 -0.543
C 5.221 4.234 -4.458 -0.559
C 4.738 5.193 -5.649 -1.268
H 6.250 0.456 -4.535 0.106
H 7.124 2.030 -4.567 0.196
H 6.929 0.914 -5.961 0.699
H 5.702 2.803 -6.361 0.321
H 4.572 1.356 -6.088 0.222
H 5.266 2.169 -2.940 0.619
H 4.148 1.149 -3.588 0.979
H 3.315 2.175 -1.482 -0.224
H 2.416 2.656 -2.887 -0.217
H 3.595 3.795 -2.027 0.321
H 4.963 4.602 -3.464 0.319
H 6.299 4.123 -4.338 0.358
H 5.084 4.895 -6.639 0.286
H 3.664 5.342 -5.755 0.297
H 4.960 6.259 -5.586 0.436
C -6.894 -0.923 -3.575 -1.464
C -5.595 -1.478 -2.960 0.499
N -4.978 -2.442 -3.945 0.703
C -5.686 -3.709 -4.106 -0.748
C -4.905 -4.997 -4.561 -1.188
C -4.580 -1.894 -5.281 -1.224
C -3.372 -0.943 -5.163 0.528
H -6.650 -0.108 -4.257 0.349
H -7.504 -0.484 -2.786 0.476
H -7.489 -1.687 -4.074 0.285
H -4.968 -0.618 -2.725 -0.483
H -5.892 -2.064 -2.090 0.201
H -6.080 -3.949 -3.118 0.434
H -6.641 -3.728 -4.630 0.307
H -4.029 -5.152 -3.932 0.084
H -5.591 -5.840 -4.641 0.434
H -4.608 -4.946 -5.608 0.372
H -5.429 -1.453 -5.803 0.430
H -4.371 -2.663 -6.024 0.457
H -2.519 -1.464 -4.728 -0.117
H -3.640 -0.110 -4.512 -0.585
H -3.336 -0.506 -6.161 0.371
C 4.938 -3.159 -3.455 -3.650
C 4.813 -2.723 -2.039 5.653
O 3.965 -1.952 -1.738 -2.068
N 5.692 -3.124 -1.095 0.766
C 6.707 -4.219 -1.303 -2.437
H 4.814 -4.238 -3.541 0.773
H 5.967 -3.040 -3.794 0.530
H 4.159 -2.795 -4.125 0.038
H 5.829 -2.695 -0.191 -0.406
H 6.208 -4.996 -1.881 0.362
H 6.939 -4.649 -0.329 0.277
H 7.561 -3.781 -1.820 0.589
C 1.385 -0.058 -0.237 -0.904
C -0.130 0.211 -0.283 0.077
O -0.591 1.318 -0.352 -0.485
N -0.905 -0.845 -0.345 1.218
C -2.368 -0.971 -0.467 0.120
H 1.642 -0.899 0.408 0.262
H 1.927 0.813 0.129 -0.499
H 1.707 -0.272 -1.256 0.764
H -0.551 -1.791 -0.337 -0.513
H -2.938 -0.703 0.423 -0.015
H -2.714 -1.979 -0.693 -0.329
H -2.871 -0.397 -1.245 -0.068
C -0.891 0.943 -3.768 1.368
C -1.084 1.564 -5.138 -0.162
O -2.246 1.794 -5.583 -0.787
N -0.073 1.679 -5.938 0.281
C 1.297 1.402 -5.720 -1.181
H 0.103 1.175 -3.387 -0.125
H -0.953 -0.144 -3.703 -0.257
H -1.684 1.327 -3.127 -0.309
H -0.463 2.072 -6.784 0.312
H 1.488 0.388 -5.368 0.252
H 1.593 2.150 -4.985 0.221
H 2.041 1.562 -6.501 0.308
```

Computed properties:
DFT total energy = -3376.37403 a.u.
charge = -1
frontier orbital gap (spin up / spin down) = 0.055 / 0.295 Ha
⟨S²⟩ = 0.751
spin multiplicity = 2

Record 2
Formula: C10H14N4O5
Source: the OMol25 dataset
Level of theory: the ωB97M-V functional and the def2-TZVPD basis

```
33
Properties=species:S:1:pos:R:3:nbo_charge:R:1
N -0.449 -2.745 -1.220 -0.809
C -0.925 -1.392 -0.982 -0.115
C -2.392 -1.453 -0.523 -0.425
C -2.980 -0.155 -0.032 0.076
C -3.170 0.342 1.215 -0.090
N -4.113 1.350 1.089 -0.535
C -4.363 1.502 -0.242 0.164
N -3.652 0.656 -0.965 -0.462
C -0.110 -0.590 0.073 0.683
O -0.382 -0.658 1.242 -0.638
N 0.908 0.159 -0.448 -0.618
C 1.821 0.984 0.333 -0.147
C 2.823 0.184 1.209 -0.534
C 3.699 -0.653 0.326 0.799
O 3.672 -0.592 -0.893 -0.612
O 4.575 -1.378 1.034 -0.656
C 2.553 2.030 -0.464 0.791
O 3.724 2.339 -0.256 -0.588
O 1.675 2.671 -1.285 -0.670
H 0.534 -2.744 -1.507 0.360
H -0.467 -3.283 -0.368 0.357
H -0.769 -0.811 -1.890 0.186
H -3.015 -1.891 -1.288 0.243
H -2.341 -2.086 0.368 0.220
H -2.726 0.133 2.162 0.227
H -4.408 1.946 1.899 0.420
H -5.047 2.241 -0.537 0.189
H 1.022 0.219 -1.449 0.417
H 1.307 1.698 1.064 0.243
H 2.220 -0.478 1.865 0.264
H 3.387 0.918 1.832 0.265
H 5.100 -1.783 0.354 0.493
H 2.290 3.321 -1.720 0.501
```

Computed properties:
DFT total energy = -984.73978 a.u.
charge = 0
frontier orbital gap = 0.333 Ha
energy relative to the best compared isomer or geometry (same formula, charge and spin) = 117.4 kJ/mol
SMILES string = N[C@@H](Cc1c[nH]cn1)C(=O)N[C@@H](CC(=O)O)C(=O)O

Record 3
Formula: C5H10NO2
Source: the OMol25 dataset
Level of theory: the ωB97M-V functional and the def2-TZVPD basis

```
18
Properties=species:S:1:pos:R:3:nbo_charge:R:1
O -0.533 -3.129 -0.221 -0.489
C -0.154 -2.076 0.169 0.787
O 0.653 -1.892 1.295 -0.735
C -0.567 -0.627 -0.294 -0.158
C 0.518 0.035 -1.154 -0.409
C 0.508 1.574 -0.827 -0.451
C -0.122 1.669 0.546 -0.215
N -0.882 0.315 0.857 -0.502
H 0.981 -2.927 1.542 0.540
H -1.502 -0.574 -0.835 0.235
H 1.634 -0.416 -0.770 0.224
H 0.522 -0.420 -2.163 0.275
H -0.108 1.867 -1.642 0.235
H 1.597 1.964 -1.027 0.281
H -0.783 2.469 0.688 0.241
H 0.732 1.702 1.286 0.243
H -1.873 0.474 0.778 0.438
H -0.621 -0.008 1.771 0.460
```

Computed properties:
DFT total energy = -401.46504 a.u.
charge = +1
frontier orbital gap = 0.424 Ha
energy relative to the best compared isomer or geometry (same formula, charge and spin) = 157.4 kJ/mol
SMILES string = O=C(O)[C@@H]1CCC[NH2+]1

Record 4
Formula: C12H36N2O7
Source: the OMol25 dataset
Level of theory: the ωB97M-V functional and the def2-TZVPD basis

```
57
Properties=species:S:1:pos:R:3:nbo_charge:R:1
C 0.969 15.671 2.371 -0.243
O 0.475 16.724 3.154 -0.546
C 1.265 17.027 4.264 -0.084
C 0.590 18.020 5.212 -0.236
N 0.188 19.284 4.582 -0.616
C 1.384 20.107 4.239 -0.246
C 0.958 21.492 3.829 -0.059
O 2.189 22.177 3.565 -0.569
C 2.055 23.596 3.542 -0.249
H 1.851 15.939 1.787 0.172
H 0.137 15.257 1.808 0.197
H 1.289 14.832 3.011 0.157
H 2.270 17.412 4.042 0.160
H 1.486 16.105 4.823 0.162
H 1.266 18.256 6.038 0.196
H -0.274 17.569 5.708 0.196
H -0.196 18.993 3.684 0.354
H 1.860 19.650 3.364 0.177
H 2.041 20.091 5.105 0.206
H 0.456 21.961 4.681 0.174
H 0.350 21.542 2.923 0.172
H 3.055 24.011 3.459 0.207
H 1.454 24.013 4.351 0.172
H 1.511 23.827 2.615 0.163
C 8.863 23.811 6.303 -0.243
O 8.823 22.458 6.625 -0.547
C 7.553 22.003 7.017 -0.076
C 7.599 20.591 7.577 -0.232
N 7.709 19.629 6.505 -0.656
C 7.732 18.246 6.968 -0.235
C 7.969 17.277 5.828 -0.065
O 9.057 17.716 5.071 -0.540
C 9.145 17.147 3.787 -0.245
H 8.621 24.422 7.186 0.158
H 8.156 24.066 5.501 0.171
H 9.846 24.128 5.959 0.189
H 6.901 22.022 6.132 0.197
H 7.064 22.664 7.743 0.164
H 6.674 20.414 8.130 0.192
H 8.436 20.586 8.293 0.173
H 8.440 19.884 5.855 0.394
H 6.744 18.065 7.401 0.184
H 8.488 18.105 7.750 0.175
H 7.059 17.134 5.226 0.161
H 8.076 16.253 6.220 0.160
H 9.800 17.786 3.195 0.195
H 8.166 17.069 3.311 0.172
H 9.646 16.173 3.790 0.166
O 4.810 21.816 4.357 -1.010
H 4.847 20.912 4.739 0.492
H 3.888 21.900 4.039 0.482
O 4.289 16.547 6.392 -0.953
H 4.612 15.793 5.884 0.480
H 4.562 16.370 7.300 0.482
O 4.949 19.209 5.297 -0.994
H 4.484 18.379 5.493 0.495
H 5.841 19.110 5.680 0.494
```

Computed properties:
DFT total energy = -1114.90110 a.u.
charge = 0
frontier orbital gap = 0.329 Ha
energy relative to the best compared isomer or geometry (same formula, charge and spin) = 2.8 kJ/mol
SMILES string = COCCNCCOC.COCCNCCOC.O.O.O